# 1
Molecular formula: C47H83BN2O11PS4
Method: DFT, ωB97M-V/def2-TZVPD

```
149
Properties=species:S:1:pos:R:3:mulliken_charge:R:1
C 1.9920 -0.8981 2.5361 -0.203
C 1.0279 -0.0197 3.4810 -0.813
C 0.0683 1.0086 2.6777 1.422
C 0.7845 2.4330 2.9293 -1.279
C 2.2765 2.4439 2.2933 -0.075
N 3.3695 2.1350 2.9659 -0.652
O -1.1988 1.1711 3.3992 -0.841
B -2.2941 0.4623 2.6496 -0.480
C -2.1587 -1.0683 3.2404 0.390
C -3.5032 -1.9481 3.1894 -0.571
C -3.1480 -3.3740 3.9170 -0.627
C -2.0678 -4.2305 3.0639 -0.616
C -0.5549 -4.1149 3.6718 1.705
C -0.4903 -5.1446 4.9001 -0.424
C 0.8024 -5.0109 5.8596 -0.654
C 1.8697 -3.8913 5.4390 -0.666
C 2.7617 -4.2297 4.1453 0.189
C 3.1983 -5.7659 3.9870 -0.747
C 2.5701 -6.4035 2.6158 -0.534
C 1.7150 -7.7389 2.8710 -0.593
N 0.6651 -7.8119 1.7820 0.273
C -0.6474 -8.4267 2.0620 -0.418
C -1.4389 -8.2751 0.7131 -0.401
C -0.5875 -7.5634 -0.3974 -0.678
C 0.7230 -7.3510 0.4120 -0.090
P -3.9658 1.4097 2.7647 1.008
C -5.0989 1.1003 1.2756 -0.662
C -4.8484 1.1644 4.4270 -1.192
O -1.8779 0.7038 1.2553 -0.127
C -0.4349 0.6110 1.1893 -0.288
C 0.0108 1.5079 -0.0711 -0.281
O -0.9763 1.3771 -1.1566 -0.080
C -0.7970 0.0739 -1.7578 0.177
C 0.2566 -0.1089 -2.9177 0.137
C 0.5179 -1.5139 -3.5774 -0.845
C -0.3145 -2.7272 -3.0333 -0.363
C -1.3979 -2.5891 -1.9221 -0.522
C -1.6241 -1.1808 -1.2989 -0.091
H 2.2459 -0.3809 1.5396 -0.017
H 1.4252 -1.8709 2.2746 -0.034
H 2.9904 -1.1117 3.0724 0.201
H 1.7194 0.5426 4.2207 0.565
H 0.4400 -0.7664 4.1375 0.099
H 0.1050 3.2338 2.4622 0.313
H 0.9380 2.5673 4.0599 0.421
H 2.3387 2.7076 1.1804 0.308
H 4.1960 2.2041 2.3327 0.286
H -1.6972 -1.0987 4.2936 0.292
H -1.3905 -1.6128 2.5540 -0.640
H -3.8517 -2.2328 2.1346 0.151
H -4.3831 -1.5209 3.7806 0.112
H -2.7139 -3.0708 4.9495 0.287
H -4.0994 -3.9825 4.1584 0.346
H -2.1236 -3.9374 1.9592 0.202
H -2.4042 -5.3360 3.1674 0.437
H -0.3293 -3.0286 3.9349 -0.802
H 0.1280 -4.4818 2.8081 -0.595
H -0.6054 -6.2433 4.5607 -0.043
H -1.4328 -4.9345 5.5443 0.378
H 1.2309 -6.0618 6.0020 0.267
H 0.3981 -4.6962 6.9014 0.351
H 2.5942 -3.7513 6.3260 0.453
H 1.3805 -2.8563 5.2631 -0.025
H 2.2273 -3.7846 3.2330 -0.376
H 3.7404 -3.6156 4.2542 0.469
H 3.0247 -6.4226 4.9040 0.377
H 4.3446 -5.7738 3.8059 0.328
H 3.4165 -6.6928 1.8786 0.395
H 1.8780 -5.6110 2.1693 0.269
H 2.3208 -8.7102 2.8312 0.266
H 1.1470 -7.7241 3.8698 0.259
H -0.9963 -8.8999 3.0430 0.320
H -2.5103 -8.6360 0.5854 0.296
H -0.8533 -7.2845 -1.4668 0.354
H 1.6790 -6.8438 0.0475 0.318
H -5.4108 0.0098 1.1168 0.297
H -6.0201 1.7954 1.3932 0.118
H -4.5532 1.4732 0.3231 0.076
H -4.1890 0.7029 5.2373 0.308
H -5.8216 0.5575 4.2439 0.283
H -5.2085 2.1993 4.8060 0.306
H -0.1383 -0.4581 0.8859 0.141
H 0.1126 2.6018 0.2544 0.343
H 1.0240 1.1327 -0.4563 -0.269
H 0.8632 0.8023 -3.2629 0.470
H 1.2855 -1.6820 -4.4061 0.300
H -0.1387 -3.7861 -3.4608 0.251
H -2.0168 -3.4628 -1.5254 0.348
H -2.4086 -1.0827 -0.4589 0.177
C 6.3771 1.1055 -3.0361 -0.442
C 5.7457 2.4913 -3.1844 -0.499
C 4.2515 2.2894 -3.4423 -0.718
S 3.8143 0.7402 -2.6615 1.106
O 3.4325 -0.2009 -3.6893 -0.687
O 2.9829 1.0057 -1.5102 -0.597
C 5.4579 0.3298 -2.1019 -0.901
H 7.3940 1.1634 -2.6415 0.401
H 6.4205 0.6128 -4.0136 0.171
H 5.8868 3.0566 -2.2572 0.340
H 6.2105 3.0635 -3.9908 0.182
H 3.6559 3.0937 -3.0090 0.426
H 4.0380 2.2020 -4.5092 0.301
H 5.6085 -0.7486 -2.1481 0.456
H 5.5570 0.6799 -1.0718 0.320
C -3.6339 4.8335 -3.7453 -0.626
C -2.8486 4.8607 -2.4332 -0.630
C -1.6952 3.8643 -2.5677 0.036
S -1.3051 3.7828 -4.3112 1.215
O -1.6166 2.4569 -4.7930 -0.650
O -0.0182 4.4058 -4.5434 -0.732
C -2.5902 4.8969 -4.8526 -0.766
H -4.3407 5.6637 -3.8123 0.409
H -4.2007 3.8996 -3.8171 0.266
H -2.4490 5.8676 -2.2687 0.281
H -3.4825 4.6161 -1.5777 0.227
H -0.8141 4.1918 -2.0151 0.378
H -1.9892 2.8671 -2.2401 -0.104
H -2.9728 4.5802 -5.8229 0.425
H -2.1558 5.8966 -4.9272 0.306
C 6.3769 1.3805 -7.7570 -0.319
C 5.7493 2.1214 -8.9393 -0.698
C 5.7673 3.6147 -8.6070 -0.643
S 7.1564 3.8658 -7.5075 1.114
O 6.6527 4.2716 -6.2155 -0.604
O 8.1860 4.6063 -8.2012 -0.706
C 7.6438 2.1522 -7.4113 -0.705
H 6.5957 0.3389 -8.0011 0.374
H 5.6873 1.3913 -6.9064 0.072
H 6.3428 1.9374 -9.8410 0.319
H 4.7331 1.7747 -9.1399 0.344
H 5.8995 4.2248 -9.5013 0.354
H 4.8606 3.9183 -8.0805 0.365
H 8.0246 1.9289 -6.4147 0.364
H 8.4230 1.9845 -8.1583 0.354
C -8.2324 6.6020 1.5277 -0.534
C -6.8831 6.7692 2.2292 -0.667
C -6.1674 5.4176 2.1774 -0.576
S -6.7760 4.5861 0.7154 1.126
O -7.5193 3.4186 1.1268 -0.720
O -5.7209 4.5231 -0.2706 -0.593
C -7.9357 5.8543 0.2342 -0.794
H -8.7109 7.5647 1.3338 0.346
H -8.9050 6.0101 2.1571 0.287
H -6.2886 7.5214 1.6998 0.305
H -7.0028 7.1121 3.2596 0.318
H -5.0862 5.5374 2.1017 0.387
H -6.4134 4.8007 3.0434 0.294
H -8.8201 5.4001 -0.2122 0.392
H -7.4390 6.5033 -0.4907 0.319
```

As for the HOMO energy: -0.1172 Eh. Its total charge is -1. The calculation puts the max |F| at 6.932 eV/Å. For the LUMO energy, the calculation gives 1.61 eV. The molecular weight is 1022.238 Da. As for the spin multiplicity: 1. As for the total energy: -4736.36325 Eh.


# 2
Molecular formula: C4H4OS3
Method: DFT, ωB97M-V/def2-TZVPD

```
12
Properties=species:S:1:pos:R:3:nbo_charge:R:1
C 1.8000 0.1349 -0.0920 0.245
C 0.3593 -0.0933 -0.1173 -0.319
C -0.2411 -1.2678 -0.1361 -0.292
C -2.2114 0.3926 0.2421 -0.681
H 3.0758 1.4032 -0.1639 0.510
H 0.2978 -2.2198 -0.1890 0.268
H -2.3891 0.4782 1.3292 0.222
H -3.0630 0.8422 -0.2947 0.249
O 2.0974 1.3992 -0.1955 -0.631
S 2.9363 -1.0804 0.0023 -0.167
S -1.9706 -1.3405 -0.2166 0.327
S -0.6913 1.3516 -0.1686 0.271
```

As for the HOMO energy: -0.2987 Eh. The calculation puts the max |F| at 2.403 eV/Å. For the LUMO energy, the calculation gives -0.44 eV. The molecular weight is 164.276 Da. As for the spin multiplicity: 1. As for the SMILES: OC(=S)C1=CSCS1. As for the total energy: -1424.60232 Eh.


# 3
Molecular formula: C4H7ClFNO
Method: DFT, ωB97M-V/def2-TZVPD

```
15
Properties=species:S:1:pos:R:3:nbo_charge:R:1
C 1.7001 0.9416 1.0306 -0.637
C 0.5718 0.7802 0.0938 0.022
C 0.5733 -0.4312 -0.9192 0.002
C -0.3101 -0.3657 0.2812 0.327
H 2.4275 0.0085 1.1731 0.228
H 1.2491 1.1972 2.0447 0.246
H 2.4297 1.7243 0.7374 0.226
H 0.7598 2.4862 -0.9311 0.366
H -0.7995 1.5947 -1.2167 0.386
H 0.2655 -0.1862 -1.9715 0.194
H 2.4799 -0.8948 -0.7443 0.463
N -0.0513 1.9764 -0.4414 -0.799
O 1.5521 -1.4882 -1.0571 -0.672
F -0.1618 -1.4016 1.1943 -0.308
Cl -2.0367 -0.0467 -0.0713 -0.043
```

As for the HOMO energy: -0.3438 Eh. The calculation puts the max |F| at 6.102 eV/Å. For the LUMO energy, the calculation gives 0.42 eV. The molecular weight is 139.557 Da. As for the spin multiplicity: 1. As for the SMILES: C[C@@]1(N)[C@@H](O)[C@]1(F)Cl. As for the total energy: -846.55692 Eh.


# 4
Molecular formula: CH2Cl2N2
Method: DFT, ωB97M-V/def2-TZVPD

```
7
Properties=species:S:1:pos:R:3:nbo_charge:R:1
C 1.1928 0.6693 -0.6243 -0.250
N -1.6811 -0.8007 0.6256 -0.320
N -1.1193 -1.6667 0.1278 -0.034
Cl 2.2343 -0.4694 0.0797 0.065
Cl 0.3666 1.5758 0.5720 0.007
H 0.5701 0.4781 -1.3983 0.186
H -1.5635 0.2137 0.6176 0.346
```

As for the HOMO energy (alpha / beta): -0.3310 / -0.2820 Eh. The calculation puts the max |F| at 3.463 eV/Å. For the LUMO energy (alpha / beta), the calculation gives 0.80 / -0.84 eV. The molecular weight is 112.947 Da. As for the spin multiplicity: 1. As for the total energy: -1069.05442 Eh.


# 5
Molecular formula: C4H9NO
Method: DFT, ωB97M-V/def2-TZVPD

```
15
Properties=species:S:1:pos:R:3:nbo_charge:R:1
C 0.6967 1.4269 -0.1362 -0.408
N -0.1807 0.2707 -0.0848 -0.458
C -1.6169 0.5013 -0.1939 -0.410
C 0.2541 -0.8696 0.6681 -0.317
C 1.1214 -1.7897 -0.1939 0.447
O 2.1965 -2.2149 0.1253 -0.515
H 0.2902 2.3102 0.3790 0.178
H 1.6771 1.0958 0.1862 0.210
H 0.7026 1.8416 -1.1523 0.190
H -2.0104 -0.4935 -0.4073 0.204
H -1.8279 0.9662 -1.1665 0.196
H -2.0922 1.0924 0.5889 0.180
H -0.6081 -1.4763 0.9414 0.216
H 0.8237 -0.6148 1.5721 0.193
H 0.5740 -2.0462 -1.1260 0.095
```

As for the HOMO energy: -0.3079 Eh. The calculation puts the max |F| at 1.991 eV/Å. For the LUMO energy, the calculation gives 0.92 eV. The molecular weight is 87.122 Da. As for the spin multiplicity: 1. As for the SMILES: CN(C)CC=O. As for the total energy: -287.75171 Eh.


# 6
Molecular formula: C4H11N3O2
Method: DFT, ωB97M-V/def2-TZVPD

```
20
Properties=species:S:1:pos:R:3:nbo_charge:R:1
C 0.7659 2.0956 -0.7388 -0.422
C -1.1684 1.4870 0.7797 0.578
N -1.7177 0.4864 1.6095 -0.855
N 0.0862 1.1834 0.1763 -0.690
N -1.9029 2.4538 0.4723 -0.743
H -1.3544 -0.4573 1.7620 0.391
H -2.0945 0.7769 2.4913 0.391
H 0.7107 0.6788 0.7817 0.424
H -1.5778 3.1125 -0.2035 0.343
H -0.1515 -0.2674 -1.1132 0.521
H 0.4130 1.7891 -1.7204 0.188
H 1.8506 1.8637 -0.5535 0.218
H 0.5874 3.1663 -0.6841 0.201
C 1.3973 -3.1471 -0.8595 -0.732
C 0.8725 -1.8425 -0.3894 0.809
O 1.2841 -1.2626 0.5747 -0.621
O 0.0041 -1.2953 -1.3022 -0.723
H 0.7373 -4.0115 -0.6443 0.246
H 2.3730 -3.3138 -0.4284 0.236
H 1.6880 -3.0955 -1.8857 0.240
```

As for the HOMO energy: -0.3315 Eh. The calculation puts the max |F| at 2.777 eV/Å. For the LUMO energy, the calculation gives 0.69 eV. The molecular weight is 133.151 Da. As for the spin multiplicity: 1. As for the SMILES: [H]/N=C(/N)NC.CC(=O)O. As for the total energy: -473.75782 Eh.


Q: The lowest total energy belongs to which entry?
A: C47H83BN2O11PS4